{
  "formula": "C3H7O3",
  "method": "ωB97M-V with the def2-TZVPD basis set",
  "charge": -1,
  "de_lowest_kj_mol": 127.0,
  "gap_ha": 0.3005,
  "elements": ["C", "C", "O", "O", "H", "H", "H", "C", "O", "H", "H", "H", "H"],
  "positions_angstrom": [[-1.9719, 0.9363, 1.3273], [-0.7729, -0.0161, 0.9511], [-1.0610, -1.2401, 0.9146], [0.3604, 0.4941, 0.8942], [-2.8086, 0.3139, 1.5795], [-2.1374, 1.6294, 0.4853], [-1.6646, 1.6123, 2.1241], [1.4073, -0.9024, -1.3208], [2.5142, -0.2378, -1.9423], [2.7147, 0.5967, -1.4995], [0.4682, -0.3668, -1.2773], [1.6039, -1.0446, -0.2318], [1.3477, -1.7748, -2.0044]]
}

***

{
  "formula": "C24H29AuN6O2S3",
  "method": "ωB97M-V with the def2-TZVPD basis set",
  "s_squared": 2.049,
  "charge": 2,
  "multiplicity": 3,
  "gap_ha": [0.2838, 0.2087],
  "elements": ["Au", "O", "C", "C", "C", "C", "N", "C", "C", "C", "C", "C", "C", "O", "C", "C", "N", "H", "H", "H", "H", "H", "H", "H", "H", "H", "H", "H", "H", "N", "C", "C", "C", "C", "N", "H", "H", "H", "H", "H", "H", "H", "H", "H", "H", "H", "H", "S", "C", "S", "C", "N", "N", "C", "C", "C", "C", "C", "C", "S", "H", "H", "H", "H", "H"],
  "positions_angstrom": [[0.5309, -0.2814, 1.2816], [-4.0255, 5.0068, 1.2688], [-4.5059, 3.6936, 1.1083], [-3.3373, 2.7519, 1.1343], [-3.5177, 1.3849, 0.9605], [-2.4194, 0.5577, 0.9920], [-1.1763, 1.0206, 1.1968], [-0.9833, 2.3397, 1.3793], [-2.0489, 3.2217, 1.3407], [0.4139, 2.7883, 1.6291], [0.7379, 4.1080, 1.8702], [2.0620, 4.4708, 2.0981], [2.3911, 5.9257, 2.3417], [1.4989, 6.4932, 3.2800], [3.0229, 3.4749, 2.0905], [2.6290, 2.1727, 1.8466], [1.3614, 1.8356, 1.6173], [-4.7632, 5.6244, 1.2752], [-5.0387, 3.5638, 0.1613], [-5.1940, 3.4066, 1.9103], [-4.5014, 0.9611, 0.7947], [-2.5205, -0.5063, 0.8314], [-1.9077, 4.2837, 1.4703], [-0.0197, 4.8786, 1.9068], [2.2486, 6.4673, 1.4070], [3.4376, 6.0367, 2.6280], [1.8581, 6.4132, 4.1690], [4.0669, 3.6979, 2.2715], [3.3567, 1.3693, 1.8331], [2.3334, -1.5203, 1.3734], [2.1364, -3.0096, 1.3232], [2.2756, -3.6614, 2.6902], [1.3973, -3.0665, 3.7989], [-0.0940, -2.9083, 3.4671], [-0.4108, -1.4732, 3.2336], [2.9240, -1.2251, 0.6027], [2.8460, -1.2946, 2.2209], [2.8624, -3.4390, 0.6345], [1.1552, -3.2108, 0.9086], [3.3190, -3.6268, 3.0159], [2.0273, -4.7162, 2.5589], [1.7841, -2.0836, 4.0986], [1.5083, -3.6988, 4.6794], [-0.6969, -3.2944, 4.2878], [-0.3712, -3.4690, 2.5734], [-0.1498, -0.9527, 4.0650], [-1.4131, -1.3479, 3.1316], [0.7517, 0.3361, -5.6616], [0.2320, -0.5514, -4.3878], [0.2283, 0.0464, -2.7617], [-0.2821, -1.5069, -2.1775], [-0.4798, -2.3853, -3.1588], [-0.2181, -1.8664, -4.3583], [-0.4032, -2.7383, -5.4821], [-0.1632, -4.1015, -5.2894], [-0.3295, -4.9715, -6.3470], [-0.7431, -4.4951, -7.5871], [-1.0010, -3.1424, -7.7623], [-0.8365, -2.2544, -6.7146], [-0.5702, -1.8816, -0.5580], [0.1662, -4.4566, -4.3242], [-0.1341, -6.0258, -6.2051], [-0.8728, -5.1810, -8.4144], [-1.3510, -2.7741, -8.7172], [-1.0833, -1.2133, -6.8510]]
}

***

{
  "formula": "C4H8NO3",
  "method": "ωB97M-V with the def2-TZVPD basis set",
  "charge": -1,
  "de_lowest_kj_mol": 42.8,
  "gap_ha": 0.3054,
  "elements": ["C", "C", "O", "O", "H", "H", "H", "C", "C", "O", "N", "H", "H", "H", "H", "H"],
  "positions_angstrom": [[-2.7763, 0.4943, -1.4798], [-1.5199, 0.9583, -0.6775], [-0.4743, 1.1175, -1.3328], [-1.7136, 1.1461, 0.5515], [-3.3568, 1.3370, -1.8442], [-3.4835, -0.0605, -0.8564], [-2.3727, -0.1774, -2.2384], [1.2673, -0.2319, 1.8223], [2.3501, -0.6441, 0.8800], [3.5236, -0.6078, 1.2176], [1.9638, -1.1067, -0.3616], [2.6571, -1.1387, -1.1037], [1.0831, -0.7197, -0.6794], [0.5226, -0.9944, 2.0481], [0.6558, 0.5182, 1.2935], [1.6734, 0.1099, 2.7608]]
}

***

{
  "formula": "C20H45N4O2",
  "method": "ωB97M-V with the def2-TZVPD basis set",
  "s_squared": 2.008,
  "charge": 1,
  "multiplicity": 3,
  "gap_ha": [0.2597, 0.2873],
  "elements": ["C", "C", "N", "N", "H", "H", "H", "H", "H", "H", "H", "H", "H", "C", "C", "C", "C", "C", "C", "N", "O", "C", "C", "C", "H", "H", "H", "H", "H", "H", "H", "H", "H", "H", "H", "H", "H", "H", "H", "H", "H", "H", "C", "C", "C", "C", "C", "C", "N", "O", "C", "C", "C", "H", "H", "H", "H", "H", "H", "H", "H", "H", "H", "H", "H", "H", "H", "H", "H", "H", "H"],
  "positions_angstrom": [[0.8369, 0.7643, 1.2228], [-0.4542, 1.6705, 1.2566], [-1.5748, 1.0455, 1.9783], [-2.7871, 0.9723, 1.2446], [1.2233, 0.6691, 0.1984], [1.6291, 1.2582, 1.8015], [0.5991, -0.2147, 1.6653], [-0.1620, 2.5661, 1.8318], [-0.6929, 2.0291, 0.2426], [-1.3324, 0.1738, 2.4248], [-2.7367, 1.3167, 0.2768], [-3.1598, 0.0162, 1.2197], [-3.4975, 1.5121, 1.7551], [-2.7798, 0.5887, -4.5304], [-3.8528, 0.3767, -3.4299], [-4.7311, -0.8410, -3.7646], [-5.7133, -0.5779, -4.9033], [-6.5445, 0.6706, -4.6149], [-5.6758, 1.8977, -4.3100], [-4.6554, 1.6137, -3.2622], [-5.2603, 1.5452, -2.1017], [-5.0019, 2.3711, -5.6138], [-6.5759, 3.0737, -3.9041], [-3.0531, 0.0545, -2.1642], [-2.9955, 0.0246, -5.4379], [-2.6683, 1.6384, -4.7967], [-1.7879, 0.2769, -4.1989], [-5.3049, -1.1398, -2.8814], [-4.0946, -1.6922, -4.0190], [-5.1822, -0.4768, -5.8529], [-6.3744, -1.4394, -5.0182], [-7.1920, 0.8810, -5.4689], [-7.2117, 0.4642, -3.7719], [-4.3091, 3.1926, -5.4208], [-5.7524, 2.7398, -6.3139], [-4.4652, 1.5853, -6.1409], [-7.2109, 2.8411, -3.0497], [-7.2393, 3.3403, -4.7270], [-5.9800, 3.9552, -3.6597], [-2.4181, 0.9036, -1.8826], [-2.4067, -0.8079, -2.3264], [-3.7013, -0.1949, -1.3185], [5.3796, 0.7024, 3.2724], [4.8721, -0.5812, 2.5629], [3.5241, -1.0284, 3.1601], [3.6557, -1.6457, 4.5512], [4.6812, -2.7765, 4.5382], [6.0361, -2.3339, 3.9736], [5.8991, -1.6490, 2.6594], [5.6249, -2.5538, 1.7555], [6.7290, -1.4136, 4.9988], [6.9674, -3.5500, 3.8708], [4.6355, -0.1387, 1.1089], [4.8485, 0.9046, 4.2045], [6.4454, 0.6565, 3.4883], [5.2589, 1.5879, 2.6464], [3.0499, -1.7656, 2.5032], [2.8415, -0.1758, 3.2066], [3.9303, -0.8836, 5.2851], [2.6853, -2.0356, 4.8703], [4.8118, -3.1601, 5.5530], [4.2826, -3.6081, 3.9483], [7.6605, -1.0117, 4.5963], [6.9820, -1.9746, 5.8998], [6.1107, -0.5820, 5.3308], [6.5485, -4.3488, 3.2595], [7.1474, -3.9709, 4.8609], [7.9336, -3.2663, 3.4501], [5.5677, 0.1815, 0.6408], [3.9406, 0.7022, 1.0770], [4.1976, -0.9253, 0.4932]]
}

***

{
  "formula": "C38H58N3O4PdS2Si4Te",
  "method": "ωB97M-V with the def2-TZVPD basis set",
  "charge": 1,
  "gap_ha": 0.2476,
  "elements": ["Pd", "S", "C", "N", "C", "C", "N", "C", "C", "C", "C", "C", "C", "C", "C", "S", "C", "C", "C", "C", "C", "C", "C", "H", "H", "H", "H", "H", "H", "H", "H", "H", "H", "H", "H", "H", "H", "H", "H", "H", "H", "C", "C", "C", "C", "H", "H", "H", "H", "H", "H", "H", "H", "H", "O", "C", "O", "C", "C", "C", "C", "C", "C", "N", "O", "O", "H", "H", "H", "H", "C", "Si", "C", "C", "Si", "Te", "Si", "C", "C", "C", "Si", "C", "C", "C", "H", "H", "H", "H", "H", "H", "H", "H", "H", "H", "H", "H", "H", "H", "H", "H", "H", "H", "H", "H", "H", "H", "H", "H", "H", "H", "H"],
  "positions_angstrom": [[0.6783, -1.0437, -1.1237], [-1.3817, -0.2318, -2.2006], [-2.1513, -1.6078, -2.7409], [-3.3132, -1.5773, -3.3790], [-3.9351, -2.8036, -3.8784], [-3.7183, -3.8915, -2.8714], [-2.2740, -4.0387, -2.6646], [-1.8061, -5.4174, -2.4344], [-2.5319, -6.0294, -1.2636], [-2.3422, -5.4987, 0.0109], [-3.0174, -6.0358, 1.0942], [-3.8843, -7.1076, 0.9132], [-4.0735, -7.6396, -0.3523], [-3.3995, -7.0981, -1.4398], [-1.5030, -2.9732, -2.5330], [0.1280, -3.0891, -2.1504], [-4.1190, -0.3559, -3.5287], [-5.3291, -0.4089, -2.6290], [-5.1665, -0.5341, -1.2505], [-6.2756, -0.6056, -0.4234], [-7.5549, -0.5485, -0.9649], [-7.7208, -0.4203, -2.3345], [-6.6086, -0.3555, -3.1648], [-3.4977, -3.0699, -4.8446], [-4.9969, -2.6097, -4.0150], [-4.1100, -4.8449, -3.2183], [-4.2058, -3.6463, -1.9244], [-0.7353, -5.3850, -2.2608], [-1.9869, -5.9818, -3.3507], [-1.6582, -4.6681, 0.1522], [-2.8617, -5.6265, 2.0836], [-4.4068, -7.5295, 1.7613], [-4.7435, -8.4767, -0.4954], [-3.5435, -7.5190, -2.4287], [-4.4215, -0.2883, -4.5751], [-3.4861, 0.4973, -3.3044], [-4.1692, -0.5623, -0.8244], [-6.1445, -0.6982, 0.6467], [-8.4196, -0.6002, -0.3170], [-8.7142, -0.3735, -2.7602], [-6.7394, -0.2537, -4.2364], [3.5315, -0.6161, 1.3844], [2.7412, -1.8765, 1.0533], [3.5875, -3.1062, 1.4175], [2.3270, -2.0146, -0.4089], [2.9018, 0.2686, 1.4615], [4.2907, -0.4226, 0.6224], [4.0484, -0.7305, 2.3393], [1.8422, -1.9190, 1.6764], [4.4854, -3.1496, 0.7956], [3.0299, -4.0317, 1.2676], [3.9045, -3.0654, 2.4608], [2.0654, -3.0643, -0.5570], [3.1433, -1.7735, -1.0972], [0.6685, 1.1010, 1.6354], [0.0001, 0.0039, 1.9661], [-0.4785, -0.7869, 1.1783], [-0.0895, -0.1936, 3.4453], [-1.0800, -1.0379, 3.9340], [-1.1813, -1.2725, 5.2942], [-0.2710, -0.6577, 6.1333], [0.7309, 0.1746, 5.6728], [0.8168, 0.4095, 4.3110], [-0.3710, -0.9070, 7.5899], [-1.2009, -1.7092, 7.9607], [0.3820, -0.2913, 8.3125], [-1.7625, -1.5066, 3.2386], [-1.9402, -1.9180, 5.7099], [1.4197, 0.6218, 6.3738], [1.5940, 1.0490, 3.9193], [5.2522, 2.2911, 1.8447], [4.9036, 2.8171, 0.0808], [5.3101, 1.4680, -1.1586], [5.9286, 4.3418, -0.2910], [2.6276, 3.4080, -0.1799], [1.0323, 1.4341, -0.3199], [1.6745, 4.8182, 1.4457], [2.0254, 4.1479, 3.1563], [-0.1701, 4.9735, 1.1904], [2.5325, 6.4632, 1.1807], [2.1656, 4.0982, -2.3954], [0.3748, 4.6221, -2.5633], [3.2704, 5.5305, -2.8682], [2.4932, 2.6359, -3.5278], [6.2293, 1.8041, 1.9015], [4.5099, 1.5990, 2.2363], [5.2800, 3.1641, 2.5001], [6.1586, 0.8731, -0.8127], [5.5824, 1.9098, -2.1195], [4.4698, 0.7905, -1.3296], [6.9883, 4.0722, -0.2887], [5.7844, 5.1177, 0.4630], [5.6986, 4.7697, -1.2662], [1.4870, 3.2145, 3.3157], [1.6890, 4.8664, 3.9086], [3.0889, 3.9655, 3.3176], [-0.6517, 3.9931, 1.1843], [-0.4086, 5.4676, 0.2477], [-0.6070, 5.5611, 2.0017], [3.6064, 6.3952, 1.3637], [2.1249, 7.2041, 1.8739], [2.3812, 6.8400, 0.1677], [0.1889, 5.5594, -2.0348], [-0.3198, 3.8744, -2.1769], [0.1480, 4.7879, -3.6199], [3.1957, 6.3654, -2.1701], [2.9584, 5.8897, -3.8531], [4.3180, 5.2390, -2.9401], [1.9394, 1.7365, -3.2398], [3.5529, 2.3754, -3.5456], [2.1904, 2.8857, -4.5483]]
}

***

{
  "formula": "C6H16O2",
  "method": "ωB97M-V with the def2-TZVPD basis set",
  "de_lowest_kj_mol": 130.2,
  "smiles": "C=CCCCC.O.O",
  "gap_ha": 0.3681,
  "elements": ["C", "C", "C", "C", "C", "C", "H", "H", "H", "H", "H", "H", "H", "H", "H", "H", "H", "H", "H", "H", "O", "H", "H", "O"],
  "positions_angstrom": [[-2.6171, -0.0529, -0.7257], [-1.4634, -0.0140, 0.2750], [-0.1480, 0.3206, -0.4053], [0.3963, -0.6941, -1.4516], [1.3934, -2.8609, -1.0392], [0.2689, -2.1469, -1.0998], [-3.5567, -0.2668, -0.2161], [-2.4467, -0.7264, -1.5712], [-2.7493, 0.8926, -1.2611], [-1.6993, 0.8014, 0.9647], [-1.3977, -0.9479, 0.8322], [0.6447, 0.5336, 0.3131], [-0.1557, 1.2632, -0.9676], [1.4579, -0.4227, -1.4879], [0.1353, -0.4313, -2.4808], [2.3688, -2.4124, -1.1672], [1.4455, -3.9451, -1.0228], [-0.6696, -2.4734, -0.6720], [3.1037, 1.8627, 0.6525], [2.3887, 2.2266, 2.0591], [2.2970, 2.0323, 1.1310], [-0.2075, 2.5461, 2.5394], [0.6295, 2.1461, 3.7647], [0.5814, 2.7696, 3.0365]]
}

***

| no. | molecular weight (g/mol) | E (eV) |
| --- | --- | --- |
| 1 | 91.09 | -9367.842 |
| 2 | 726.70 | -74577.348 |
| 3 | 118.11 | -11912.851 |
| 4 | 373.61 | -31513.762 |
| 5 | 1031.40 | -116957.963 |
| 6 | 120.19 | -10575.192 |